Density functional theory data (wB97M-V/def2-TZVPD) for a 2-piece molecular cluster, C8H14N2O2 overall at a distorted geometry.

Output
E_tot: -573.0968 a.u.
Charge: 0
SMILES string: [H]/N=C(\C)C=C=O.C/N=C(\C)OC
Spin multiplicity: 1
Energy above the lowest of the compared OMol25 structures with the same formula, charge and spin: 292.6 kJ/mol
HOMO energy: -9.19 eV
Kohn-Sham gap: 0.3639 Ha

CARTESIAN COORDINATES (ANGSTROEM)
1 O 2.152853 3.005186 -0.892638
2 O -2.003769 -1.525114 0.569464
3 N 1.619626 -1.419355 -1.665244
4 N -1.641583 0.501083 1.356491
5 C -2.487245 -1.947719 1.800559
6 C 2.132040 1.955844 -1.411369
7 C 2.283184 -0.494241 -1.165828
8 C -1.658816 -0.273975 0.377124
9 C 2.939857 -0.556749 0.154373
10 C -1.331539 0.033135 -1.057657
11 C -1.322305 1.850987 1.159226
12 C 2.011303 0.737261 -1.877215
13 H 1.818425 0.730194 -2.958553
14 H -1.230765 1.039992 -1.086138
15 H -1.951428 2.442664 0.444139
16 H 3.977599 -0.785016 0.094606
17 H -0.258772 2.111674 0.584367
18 H -2.075992 -0.422858 -1.763649
19 H -0.291088 -0.214564 -1.305891
20 H -3.278340 -1.159209 2.114277
21 H 2.360358 -1.288119 0.775424
22 H -1.334206 2.406189 2.032761
23 H -3.037231 -2.956438 1.648364
24 H 2.707024 0.470703 0.706131
25 H 1.574910 -2.179213 -1.111921
26 H -1.674112 -2.062351 2.478789

Forces on atoms 1 to 6 (eV/Å):
O 0.02 -1.10 -0.92
O -0.05 -2.04 -1.71
N -0.85 0.76 -3.08
N -0.08 0.31 0.83
C -3.22 -0.05 0.15
C 0.14 1.37 1.69

Atom charges from the Löwdin analysis, given in e for atoms 1 to 5: atom 1 (O): 0.17, atom 2 (O): -0.08, atom 3 (N): 0.15, atom 4 (N): 0.04, atom 5 (C): -0.10


Density functional theory data (wB97M-V/def2-TZVPD) for one molecule with the formula C14H20N4O at a distorted geometry.

Output
E_tot: -839.5649 a.u.
Charge: 0
SMILES string: c1cncc(C2=N[C@@H](CN3CCCCC3)CON2)c1
Spin multiplicity: 1
Energy above the lowest of the compared OMol25 structures with the same formula, charge and spin: 478.1 kJ/mol
HOMO energy: -7.85 eV
Kohn-Sham gap: 0.3111 Ha

CARTESIAN COORDINATES (ANGSTROEM)
1 O -2.054860 2.421192 2.090048
2 N -0.435249 1.044815 0.329277
3 N -0.718936 2.843323 1.777212
4 N 2.708041 3.402865 -1.492998
5 N -0.921239 -1.856240 -0.065091
6 C -1.853228 -2.948478 -0.559239
7 C 1.299790 2.914419 0.341683
8 C 2.101216 3.607898 1.219932
9 C 0.013672 2.190705 0.823861
10 C 0.928079 -2.660270 -1.583451
11 C -1.680276 0.368623 0.825614
12 C 1.589637 2.772180 -1.026807
13 C 3.518360 4.094226 -0.655943
14 C -1.280441 -1.090635 1.156160
15 C 3.270246 4.191156 0.694869
16 C -2.354475 1.003333 2.084416
17 C 0.014402 -3.821077 -2.076891
18 C 0.523041 -2.183847 -0.101485
19 C -1.577235 -3.394064 -1.923330
20 H 1.056933 -1.274413 0.199442
21 H 0.935018 2.349883 -1.725299
22 H 4.358547 4.603037 -1.151950
23 H 2.013947 -2.961503 -1.419668
24 H 0.253214 -4.052984 -3.154446
25 H -2.115112 -4.253876 -2.352249
26 H 0.134167 -4.673887 -1.550999
27 H -1.761720 -2.589566 -2.676435
28 H 1.935935 3.617146 2.319387
29 H -2.131819 -1.642369 1.726495
30 H 3.791334 4.881124 1.338350
31 H 0.720357 -2.920197 0.587603
32 H 0.850498 -1.782086 -2.176897
33 H -1.705377 -3.891992 -0.067394
34 H -2.346469 0.296784 -0.027870
35 H -2.938652 -2.722291 -0.444370
36 H -0.465277 3.815107 1.719397
37 H -3.396645 0.714997 2.113034
38 H -1.934908 0.653499 3.101880
39 H -0.344517 -1.066534 1.784153

Forces on atoms 1 to 6 (eV/Å):
O -0.89 1.86 -0.62
N 1.26 1.68 0.66
N 1.16 -1.45 0.28
N -0.69 -0.58 0.13
N -0.84 -0.19 -0.37
C -0.03 0.61 1.59

Atom charges from the Löwdin analysis, given in e for atoms 1 to 5: atom 1 (O): -0.11, atom 2 (N): 0.13, atom 3 (N): 0.06, atom 4 (N): 0.06, atom 5 (N): -0.15


Density functional theory data (wB97M-V/def2-TZVPD) for an isolated ion of composition C4H7N2 and charge +1 at a distorted geometry.

Output
E_tot: -265.7475 a.u.
Charge: +1
SMILES string: [H]/N=C/CC[N+]#C
Spin multiplicity: 1
Energy above the lowest of the compared OMol25 structures with the same formula, charge and spin: 422.6 kJ/mol
HOMO energy: -13.58 eV
Kohn-Sham gap: 0.3276 Ha

CARTESIAN COORDINATES (ANGSTROEM)
1 N 2.217878 -0.339147 -0.092220
2 N -2.198890 -0.878465 0.235129
3 C -1.812709 0.234152 -0.099944
4 C 3.288354 -0.071115 0.234938
5 C -0.220625 0.487814 -0.028059
6 C 0.806810 -0.628027 -0.317719
7 H -0.077536 1.028393 0.926335
8 H 0.684118 -1.075012 -1.233389
9 H 0.492157 -1.429346 0.504495
10 H -3.137728 -1.052520 0.365631
11 H -0.244646 1.397488 -0.669461
12 H 4.361955 0.052786 0.466741
13 H -2.283730 1.101742 -0.266405

Forces on atoms 1 to 6 (eV/Å):
N 1.09 0.99 0.95
N 1.72 -1.73 0.27
C 5.12 -2.54 1.31
C -1.08 -0.81 -0.80
C -1.32 3.00 -0.82
C -2.02 -0.62 4.40

Atom charges from the Löwdin analysis, given in e for atoms 1 to 5: atom 1 (N): 0.16, atom 2 (N): 0.14, atom 3 (C): -0.18, atom 4 (C): 0.33, atom 5 (C): -0.14


Density functional theory data (wB97M-V/def2-TZVPD) for C6H7N4O2 as an isolated structure at a distorted geometry.

Output
E_tot: -602.3376 a.u.
Charge: -1
Spin multiplicity: 1
Energy above the lowest of the compared OMol25 structures with the same formula, charge and spin: 92.8 kJ/mol
HOMO energy: -3.95 eV
Kohn-Sham gap: 0.2792 Ha

CARTESIAN COORDINATES (ANGSTROEM)
1 O 1.932683 1.085062 -0.265539
2 O 1.754188 2.205243 1.648446
3 N -0.505282 0.109395 -1.783063
4 N 0.383709 -1.886375 -1.451863
5 N -0.153837 -1.586676 1.271580
6 N -0.141805 -0.816625 -0.943029
7 C 1.454980 1.415006 0.762773
8 C -0.381037 0.859803 1.006827
9 C -0.293828 -0.552106 0.563684
10 C -0.253735 -0.394544 -2.959017
11 C -0.667632 1.129786 2.471084
12 C 0.325724 -1.644121 -2.728708
13 H -0.719653 -0.142649 -3.946865
14 H -0.095427 -2.456078 0.733409
15 H -1.680560 0.759295 2.792289
16 H -0.801148 2.244445 2.811275
17 H 0.198014 0.616046 3.034584
18 H -1.041553 1.417574 0.378282
19 H 0.686198 -2.362483 -3.396148

Forces on atoms 1 to 6 (eV/Å):
O 1.07 -1.63 -2.46
O -0.12 -0.50 0.51
N -1.27 0.97 0.21
N 0.29 -0.55 0.92
N -0.61 -0.27 0.76
N -0.58 2.49 2.91

Atom charges from the Löwdin analysis, given in e for atoms 1 to 5: atom 1 (O): 0.02, atom 2 (O): -0.03, atom 3 (N): 0.10, atom 4 (N): 0.09, atom 5 (N): 0.13